[1]
Here is C52H41N2O6S2V as an isolated structure from the Open Molecules 2025 dataset. Energies are from ωB97M-V/def2-TZVPD.

XYZ file:
```
104
Properties=species:S:1:pos:R:3:lowdin_charge:R:1
V -0.654 0.132 0.289 1.1220
O 0.367 -0.985 1.028 -0.1683
C 0.354 -2.191 1.854 -0.3300
C -1.126 -2.579 1.983 -0.0321
C -1.910 -2.613 0.700 -0.1871
C -2.694 -3.719 0.418 0.0128
C -3.432 -3.764 -0.750 0.0114
C -3.326 -2.713 -1.642 0.0253
C -2.524 -1.627 -1.336 -0.1874
C -2.326 -0.547 -2.363 -0.0263
C -0.836 -0.312 -2.656 -0.2989
O -0.288 0.062 -1.334 -0.1738
C -0.128 -1.596 -3.057 -0.1654
C 1.077 -1.978 -2.482 -0.0057
C 1.702 -3.152 -2.882 -0.0512
C 1.127 -3.958 -3.851 -0.0540
C -0.079 -3.584 -4.426 -0.0478
C -0.704 -2.412 -4.031 -0.0376
C -0.607 0.873 -3.584 -0.1295
C -0.129 0.687 -4.876 -0.0018
C -0.024 1.767 -5.744 -0.0502
C -0.389 3.037 -5.329 -0.0599
C -0.844 3.229 -4.032 -0.0540
C -0.947 2.155 -3.166 -0.0285
N -1.870 -1.565 -0.153 0.1134
C 1.244 -3.184 1.130 -0.1664
C 0.829 -4.465 0.797 -0.0114
C 1.724 -5.369 0.235 -0.0495
C 3.038 -4.998 0.007 -0.0697
C 3.457 -3.711 0.327 -0.0626
C 2.566 -2.812 0.883 -0.0255
C 0.916 -1.829 3.224 -0.1553
C 1.384 -2.856 4.038 -0.0083
C 1.843 -2.580 5.316 -0.0485
C 1.856 -1.275 5.785 -0.0626
C 1.405 -0.248 4.970 -0.0605
C 0.927 -0.522 3.696 -0.0228
H -1.179 -3.558 2.456 0.1394
H -1.588 -1.881 2.676 0.1296
H -2.719 -4.539 1.123 0.1313
H -4.058 -4.618 -0.974 0.1310
H -3.848 -2.730 -2.588 0.1332
H -2.807 -0.859 -3.287 0.1374
H -2.794 0.391 -2.077 0.0988
H 1.546 -1.367 -1.722 0.1023
H 2.641 -3.433 -2.424 0.1002
H 1.616 -4.872 -4.161 0.1148
H -0.532 -4.201 -5.192 0.1161
H -1.634 -2.128 -4.508 0.1240
H 0.168 -0.292 -5.219 0.1150
H 0.340 1.606 -6.750 0.1152
H -0.320 3.873 -6.012 0.1149
H -1.128 4.217 -3.692 0.1193
H -1.294 2.335 -2.161 0.0742
H -0.186 -4.789 0.985 0.1042
H 1.391 -6.370 -0.007 0.1154
H 3.738 -5.709 -0.413 0.1161
H 4.486 -3.420 0.162 0.1152
H 2.907 -1.823 1.171 0.1235
H 1.405 -3.876 3.671 0.1277
H 2.203 -3.387 5.942 0.1158
H 2.221 -1.060 6.781 0.1131
H 1.420 0.775 5.325 0.1098
H 0.577 0.294 3.078 0.0920
O -4.057 2.288 -1.424 -0.2358
S -3.219 2.580 -0.310 0.7012
O -2.226 3.609 -0.411 -0.2764
N -2.448 1.167 0.207 -0.0943
C -2.637 0.987 1.507 -0.4417
O -1.830 0.170 2.032 -0.0045
C -3.673 1.816 2.127 -0.1176
C -4.202 1.772 3.405 0.0311
C -5.206 2.682 3.715 -0.0241
C -5.656 3.603 2.776 -0.0172
C -5.119 3.654 1.490 0.0016
C -4.129 2.745 1.200 -0.1959
H -3.852 1.049 4.130 0.1336
H -5.648 2.673 4.702 0.1227
H -6.441 4.297 3.047 0.1255
H -5.469 4.372 0.761 0.1363
O 0.207 1.701 0.834 -0.5444
S 0.804 3.117 0.546 1.1961
C 1.978 3.283 1.850 -0.3731
C 1.941 4.490 2.536 -0.0639
C 2.846 4.698 3.569 -0.0440
C 3.746 3.700 3.905 -0.0367
C 3.757 2.486 3.221 -0.0434
C 2.876 2.271 2.180 -0.0600
C 1.766 2.854 -0.912 -0.3740
C 1.800 3.919 -1.802 -0.0670
C 2.523 3.780 -2.977 -0.0452
C 3.163 2.582 -3.257 -0.0328
C 3.106 1.520 -2.361 -0.0394
C 2.411 1.651 -1.172 -0.0720
H 1.219 5.253 2.271 0.1174
H 2.841 5.634 4.109 0.1208
H 4.448 3.863 4.713 0.1211
H 4.459 1.713 3.501 0.1209
H 2.873 1.331 1.644 0.1064
H 1.261 4.835 -1.591 0.1241
H 2.567 4.600 -3.681 0.1231
H 3.707 2.470 -4.186 0.1218
H 3.603 0.587 -2.594 0.1187
H 2.360 0.825 -0.471 0.0995
```

Results
LUMO level: -7.29 eV
E_tot: -117201.3278 eV
charge: +2
orbital gap: 0.230 hartree
relative energy (zero: lowest compared OMol25 entry of this formula, charge and spin): 0.000 eV
HOMO level: -0.498 Ha



[2]
Here is a 8-piece molecular cluster, C52H42NO16 overall from the Open Molecules 2025 dataset. Energies are from ωB97M-V/def2-TZVPD.

XYZ file:
```
111
Properties=species:S:1:pos:R:3:lowdin_charge:R:1
C 3.898 2.691 -0.501 -0.0511
C 3.388 3.281 -1.837 -0.3576
C 3.985 2.444 -2.986 -0.0649
C 1.886 3.066 -1.994 -0.1513
O 1.142 4.171 -1.429 0.0798
C -0.149 4.230 -1.713 -0.4793
O -0.800 5.213 -1.562 0.1889
C -0.835 2.977 -2.197 -0.0855
C -1.223 2.054 -1.221 0.0382
C -1.839 0.894 -1.639 0.0013
N -2.041 0.673 -2.948 0.1202
C -1.694 1.552 -3.903 0.0143
C -1.071 2.733 -3.545 0.0645
H 3.178 1.986 -0.084 0.0741
H 4.063 3.450 0.259 0.0800
H 4.801 2.115 -0.677 0.0721
H 3.651 4.331 -1.927 0.1437
H 3.475 1.479 -2.950 0.0865
H 3.674 2.935 -3.904 0.0520
H 5.059 2.338 -2.908 0.0862
H 1.642 2.119 -1.518 0.1280
H 1.692 3.021 -3.065 0.1106
H -1.030 2.261 -0.181 0.1344
H -2.161 0.156 -0.922 0.1489
H -2.474 -0.194 -3.239 0.1841
H -1.899 1.331 -4.943 0.1068
H -0.759 3.465 -4.273 0.1460
C -6.112 3.303 -0.179 0.0295
C -4.812 3.064 -0.040 0.0118
C -4.287 2.339 1.144 -0.3702
O -3.094 2.124 1.268 0.0699
C -5.257 1.889 2.167 0.0295
C -6.560 2.130 2.028 0.0394
C -7.092 2.853 0.847 -0.3801
O -8.274 3.071 0.713 0.1263
H -6.519 3.833 -1.031 0.1242
H -4.081 3.387 -0.773 0.1108
H -4.848 1.362 3.022 0.0891
H -7.289 1.811 2.763 0.1291
C -1.914 0.801 7.595 0.0139
C -2.792 0.278 6.744 0.0237
C -3.052 0.907 5.430 -0.3658
O -3.855 0.434 4.648 0.0766
C -2.298 2.140 5.091 0.0222
C -1.418 2.663 5.940 0.0267
C -1.158 2.032 7.260 -0.3766
O -0.353 2.507 8.033 0.1111
H -1.710 0.359 8.558 0.1089
H -3.349 -0.622 6.969 0.1244
H -2.504 2.579 4.122 0.1096
H -0.856 3.561 5.716 0.1231
C 4.435 2.386 -8.434 0.0391
C 3.703 2.059 -7.372 0.0185
C 2.900 3.070 -6.653 -0.3806
O 2.233 2.766 -5.678 0.0460
C 2.933 4.464 -7.153 0.0173
C 3.662 4.796 -8.215 0.0324
C 4.472 3.781 -8.941 -0.3752
O 5.133 4.083 -9.907 0.1288
H 5.031 1.659 -8.970 0.1247
H 3.668 1.049 -6.989 0.0946
H 2.337 5.186 -6.609 0.1196
H 3.703 5.808 -8.599 0.1264
C 2.403 -1.662 8.731 0.0263
C 1.117 -1.325 8.736 0.0238
C 0.087 -2.225 8.157 -0.3609
O -1.088 -1.911 8.158 0.0805
C 0.536 -3.514 7.578 0.0123
C 1.824 -3.847 7.574 0.0178
C 2.857 -2.951 8.149 -0.3814
O 4.030 -3.258 8.146 0.1108
H 3.173 -1.023 9.144 0.1242
H 0.765 -0.389 9.154 0.1176
H -0.233 -4.145 7.166 0.1051
H 2.177 -4.780 7.157 0.1167
C -0.631 -7.171 9.822 0.0245
C -0.668 -8.198 10.667 0.0273
C 0.105 -9.439 10.404 -0.3822
O 0.071 -10.375 11.171 0.1196
C 0.921 -9.488 9.163 0.0273
C 0.956 -8.460 8.320 0.0233
C 0.183 -7.223 8.584 -0.3606
O 0.216 -6.281 7.816 0.0739
H -1.187 -6.258 9.993 0.1231
H -1.255 -8.181 11.576 0.1247
H 1.477 -10.400 8.991 0.1246
H 1.543 -8.475 7.411 0.1222
C -6.553 1.225 -6.526 0.0369
C -5.279 1.535 -6.296 0.0150
C -4.181 0.665 -6.774 -0.3716
O -3.013 0.948 -6.561 0.0507
C -4.543 -0.560 -7.521 0.0203
C -5.814 -0.874 -7.754 0.0380
C -6.922 -0.006 -7.275 -0.3749
O -8.078 -0.287 -7.485 0.1392
H -7.373 1.845 -6.187 0.1290
H -4.988 2.428 -5.756 0.1199
H -3.720 -1.176 -7.861 0.1244
H -6.103 -1.765 -8.297 0.1297
C 4.776 -1.437 -5.143 0.0174
C 4.877 -2.379 -4.210 0.0229
C 5.852 -3.493 -4.343 -0.3830
O 5.940 -4.350 -3.493 0.1189
C 6.709 -3.511 -5.555 0.0291
C 6.607 -2.568 -6.488 0.0255
C 5.633 -1.458 -6.355 -0.3731
O 5.539 -0.594 -7.203 0.0955
H 4.072 -0.616 -5.066 0.1081
H 4.264 -2.383 -3.318 0.1203
H 7.413 -4.330 -5.632 0.1263
H 7.221 -2.563 -7.379 0.1251
```

Results
LUMO level: -4.09 eV
E_tot: -88840.8264 eV
charge: +1
orbital gap: 0.268 hartree
HOMO level: -0.418 Ha



[3]
Here is C52H43BaClN3O4PSi as an isolated structure from the Open Molecules 2025 dataset. Energies are from ωB97M-V/def2-TZVPD.

XYZ file:
```
106
Properties=species:S:1:pos:R:3:lowdin_charge:R:1
Ba -1.036 0.128 1.466 1.8186
O -2.130 -1.897 0.638 -0.3921
C -3.009 -2.772 0.999 -0.4125
C -3.727 -3.509 0.023 -0.0252
C -4.642 -4.474 0.369 -0.0905
C -4.907 -4.769 1.711 -0.1132
C -4.230 -4.064 2.679 -0.0652
C -3.284 -3.074 2.365 -0.1416
C -2.646 -2.423 3.498 -0.1100
N -1.747 -1.514 3.508 -0.1070
C -1.328 -1.030 4.819 -0.2337
C -1.414 0.488 4.887 -0.2276
N -0.294 1.103 4.167 -0.0233
C -0.387 2.323 3.814 -0.1614
C -1.572 3.210 3.842 -0.1651
C -1.541 4.417 4.535 -0.0674
C -2.613 5.292 4.497 -0.1196
C -3.721 4.953 3.721 -0.1032
C -3.758 3.778 2.999 -0.0248
C -2.679 2.867 3.020 -0.4401
O -2.681 1.775 2.311 -0.4405
H -3.521 -3.275 -1.016 0.1020
H -5.167 -5.013 -0.412 0.1002
H -5.630 -5.526 1.981 0.0917
H -4.423 -4.271 3.726 0.1049
H -3.018 -2.787 4.466 0.1180
H -0.289 -1.324 4.989 0.1147
H -1.943 -1.470 5.614 0.1093
H -1.331 0.802 5.931 0.1299
H -2.383 0.822 4.508 0.1101
H 0.521 2.752 3.386 0.0919
H -0.660 4.664 5.120 0.1094
H -2.590 6.217 5.057 0.0892
H -4.569 5.627 3.677 0.0968
H -4.615 3.523 2.389 0.1088
Cl -2.160 2.696 -0.499 0.7153
C -1.270 3.441 -1.799 -0.6495
C -1.987 4.173 -2.731 -0.1035
C -1.311 4.806 -3.762 -0.0733
C 0.069 4.704 -3.848 -0.0714
C 0.772 3.971 -2.905 -0.0636
C 0.120 3.325 -1.855 -0.3755
P 1.003 2.268 -0.638 1.0396
C 1.383 3.433 0.724 -0.3858
C 0.615 4.565 0.981 -0.0756
C 0.898 5.374 2.074 -0.0731
C 1.963 5.072 2.909 -0.0873
C 2.731 3.940 2.665 -0.0874
C 2.431 3.115 1.593 -0.1280
C 2.626 2.069 -1.448 -0.3852
C 2.774 0.964 -2.281 -0.0871
C 3.949 0.758 -2.990 -0.0596
C 4.996 1.657 -2.860 -0.0704
C 4.861 2.765 -2.032 -0.0739
C 3.682 2.975 -1.335 -0.0984
H -3.063 4.242 -2.639 0.1068
H -1.866 5.375 -4.496 0.1076
H 0.602 5.195 -4.652 0.1062
H 1.848 3.890 -2.990 0.1009
H -0.211 4.824 0.331 0.0977
H 0.277 6.237 2.273 0.1112
H 2.187 5.709 3.755 0.1061
H 3.555 3.689 3.321 0.1086
H 3.028 2.226 1.421 0.1115
H 1.959 0.258 -2.386 0.0791
H 4.043 -0.107 -3.632 0.0841
H 5.918 1.496 -3.403 0.1049
H 5.676 3.472 -1.934 0.1049
H 3.580 3.847 -0.701 0.1080
O 2.649 -2.085 0.895 0.0516
N 1.795 -1.281 0.820 -0.0965
O 1.089 -1.294 -0.348 -0.2783
Si 1.084 -2.618 -1.492 0.6841
C -0.461 -2.169 -2.421 -0.2343
C -0.948 -0.860 -2.458 -0.0902
C -2.113 -0.550 -3.142 -0.0649
C -2.812 -1.549 -3.806 -0.0754
C -2.343 -2.854 -3.783 -0.0830
C -1.178 -3.161 -3.093 -0.0891
C 2.593 -2.553 -2.592 -0.2322
C 2.417 -2.457 -3.975 -0.0845
C 3.503 -2.498 -4.841 -0.0858
C 4.787 -2.637 -4.336 -0.0925
C 4.983 -2.727 -2.963 -0.0823
C 3.898 -2.686 -2.102 -0.1005
C 0.947 -4.241 -0.615 -0.2286
C -0.245 -4.529 0.052 -0.0667
C -0.415 -5.732 0.722 -0.0567
C 0.611 -6.666 0.725 -0.0779
C 1.801 -6.400 0.058 -0.0817
C 1.968 -5.196 -0.609 -0.0822
H -0.425 -0.068 -1.931 0.0581
H -2.481 0.469 -3.146 0.1006
H -3.727 -1.311 -4.333 0.1046
H -2.890 -3.637 -4.293 0.1052
H -0.836 -4.190 -3.063 0.1116
H 1.419 -2.342 -4.383 0.1012
H 3.344 -2.423 -5.909 0.1058
H 5.635 -2.673 -5.008 0.1046
H 5.984 -2.827 -2.564 0.1065
H 4.068 -2.757 -1.035 0.0953
H -1.042 -3.798 0.050 0.0721
H -1.349 -5.932 1.233 0.1080
H 0.485 -7.608 1.245 0.1029
H 2.597 -7.133 0.056 0.1019
H 2.897 -5.004 -1.132 0.0940
```

Results
LUMO level: -0.20 eV
E_tot: -97667.6196 eV
charge: 0
orbital gap: 0.253 hartree
relative energy (zero: lowest compared OMol25 entry of this formula, charge and spin): 0.000 eV
HOMO level: -0.260 Ha



[4]
Here is C52H44AuN3O7S2Te as an isolated structure from the Open Molecules 2025 dataset. Energies are from ωB97M-V/def2-TZVPD.

XYZ file:
```
110
Properties=species:S:1:pos:R:3:lowdin_charge:R:1
Au 0.538 -1.132 -0.658 0.9571
C 5.066 3.749 -5.688 -0.0419
C 4.429 3.210 -4.438 -0.2686
C 5.076 2.246 -3.678 -0.0231
C 4.474 1.706 -2.544 -0.0697
C 3.226 2.144 -2.202 0.0484
C 2.564 3.119 -2.902 -0.0434
C 3.176 3.655 -4.033 -0.0198
S 2.830 0.888 0.001 1.1503
O 4.497 0.964 0.588 -0.2454
O 2.327 1.143 1.565 -0.1232
N 2.590 -0.682 -0.252 -0.2319
C 3.370 -1.801 -0.112 -0.2375
C 4.674 -1.848 0.361 -0.0168
C 5.347 -3.056 0.555 -0.0769
C 4.751 -4.262 0.302 -0.0433
C 3.444 -4.287 -0.215 -0.1499
C 2.744 -5.481 -0.499 -0.0005
C 1.498 -5.435 -1.064 -0.0319
C 0.945 -4.181 -1.350 -0.1365
N 1.566 -3.071 -1.055 0.0073
C 2.775 -3.058 -0.466 -0.1544
H 6.003 3.237 -5.893 0.0758
H 5.268 4.815 -5.596 0.0860
H 4.405 3.608 -6.543 0.0856
H 6.060 1.908 -3.972 0.1181
H 4.981 0.963 -1.948 0.1062
H 1.592 3.484 -2.606 0.1085
H 2.672 4.423 -4.604 0.1244
H 5.177 -0.927 0.590 0.0839
H 6.362 -3.025 0.928 0.1039
H 5.260 -5.196 0.487 0.1092
H 3.205 -6.429 -0.259 0.1161
H 0.940 -6.331 -1.289 0.1077
H -0.016 -4.071 -1.828 0.1114
C -0.777 6.465 -0.467 -0.0453
C -0.335 5.043 -0.312 -0.2582
C 0.931 4.739 0.140 0.0239
C 1.407 3.426 0.255 -0.0878
C 2.767 3.374 0.841 -0.3301
O 3.588 4.239 0.599 0.1244
C 3.079 2.295 1.884 -0.3982
C 2.763 2.758 3.271 0.0358
C 3.530 2.393 4.298 -0.0449
C 4.676 1.528 4.115 -0.0629
C 5.135 1.233 2.901 0.0056
C 4.550 1.853 1.669 -0.2823
C 0.581 2.372 -0.190 -0.2577
O 1.006 1.126 -0.410 -0.2839
C -0.757 2.674 -0.510 -0.1190
C -1.194 3.982 -0.587 0.0404
C -1.755 1.568 -0.648 -0.2264
N -2.339 1.052 0.354 0.0587
C -1.979 1.331 1.710 -0.3292
C -3.223 1.758 2.458 -0.4454
Te -4.788 0.383 1.914 1.3250
C -4.451 -0.843 3.636 -0.5138
C -3.968 -2.135 3.538 -0.1296
C -3.664 -2.842 4.689 -0.0763
C -3.867 -2.277 5.937 -0.0961
C -4.383 -0.996 6.033 -0.1003
C -4.670 -0.282 4.885 -0.1702
C -2.076 1.102 -1.998 -0.1586
C -3.021 0.096 -2.195 -0.0218
C -3.267 -0.387 -3.465 -0.0631
C -2.589 0.140 -4.553 -0.0871
C -1.658 1.148 -4.370 -0.0828
C -1.393 1.618 -3.097 -0.0269
H -0.011 7.141 -0.096 0.0763
H -1.702 6.645 0.078 0.0825
H -0.955 6.690 -1.519 0.0829
H 1.609 5.526 0.435 0.1252
H 1.859 3.336 3.394 0.1279
H 3.285 2.706 5.300 0.1110
H 5.131 1.106 4.999 0.1083
H 5.959 0.555 2.742 0.1178
H 5.150 2.730 1.372 0.1672
H -2.217 4.179 -0.879 0.1404
H -1.180 2.079 1.821 0.1166
H -1.632 0.372 2.109 0.1002
H -3.528 2.759 2.161 0.0406
H -3.089 1.715 3.535 0.0476
H -3.784 -2.578 2.575 0.0659
H -3.253 -3.837 4.605 0.1047
H -3.629 -2.832 6.833 0.0976
H -4.556 -0.544 6.999 0.0981
H -5.058 0.727 4.958 0.0869
H -3.543 -0.297 -1.340 0.0828
H -3.988 -1.179 -3.610 0.1061
H -2.783 -0.233 -5.547 0.0991
H -1.134 1.569 -5.216 0.0986
H -0.647 2.383 -2.951 0.0977
C -6.947 -5.177 -0.963 -0.0524
C -5.618 -4.594 -0.597 -0.2752
C -4.480 -5.388 -0.488 -0.0351
C -3.253 -4.833 -0.158 -0.0464
C -3.166 -3.475 0.067 -0.2671
C -4.285 -2.676 -0.019 -0.1089
C -5.509 -3.232 -0.339 -0.0263
S -1.597 -2.694 0.442 0.4713
O -1.797 -1.737 1.506 -0.3269
O -0.638 -3.741 0.720 -0.3248
O -1.329 -2.008 -0.886 -0.4561
H -6.836 -6.004 -1.658 0.0759
H -7.587 -4.420 -1.409 0.0752
H -7.447 -5.552 -0.072 0.0837
H -4.562 -6.451 -0.659 0.1104
H -2.360 -5.431 -0.056 0.1083
H -4.180 -1.619 0.183 -0.0042
H -6.393 -2.611 -0.382 0.1153
```

Results
LUMO level (spin up / spin down): -2.90 / -2.89 eV
E_tot: -106088.1342 eV
charge: 0
orbital gap (spin up / spin down): 0.139 / 0.139 hartree
HOMO level (spin up / spin down): -0.245 / -0.245 Ha



Calculated values (eV Å⁻¹) of F_max for the records, taken in order: 0.41 1.39 0.52 3.93.